Record 1
{
  "formula": "C3ClF3O",
  "method": "ωB97M-V/def2-TZVPD",
  "elements": ["C", "C", "C", "O", "F", "F", "F", "Cl"],
  "xyz": [[0.86887, -0.49409, -0.02534], [-1.78287, -0.54793, -0.03462], [1.14204, 0.77924, -0.06436], [-2.44784, -1.03154, -0.85773], [-2.07086, 0.09022, 1.05629], [2.34866, 1.36904, -0.01155], [0.21043, 1.72609, -0.18323], [1.73158, -1.89103, 0.12055]],
  "homo_energy_ha": [-0.3621, -0.3690],
  "energy_ev": -25828.500,
  "orbital_gap_ev": [8.427, 8.875],
  "max_force_ev_per_a": 2.3,
  "de_lowest_kj_mol": 285.4
}



Record 2
{
  "formula": "C3ClF4N",
  "method": "ωB97M-V/def2-TZVPD",
  "elements": ["C", "C", "C", "N", "F", "F", "F", "F", "Cl"],
  "xyz": [[-1.25578, -0.90910, -0.13936], [-0.82182, 0.34549, 0.33276], [1.45136, 0.39440, -0.18543], [-1.61682, -1.90737, -0.57123], [-0.76934, 0.53700, 1.65172], [1.62534, 1.37101, -1.04713], [1.76563, -0.78117, -0.69631], [2.08031, 0.60904, 0.95236], [-1.38645, 1.73115, -0.54766]],
  "homo_energy_ha": [-0.3714, -0.3714],
  "energy_ev": -27990.366,
  "orbital_gap_ev": [9.086, 9.086],
  "max_force_ev_per_a": 4.6
}



Record 3
{
  "formula": "C3CoCu3N4O21",
  "method": "ωB97M-V/def2-TZVPD",
  "elements": ["Co", "Cu", "Cu", "Cu", "N", "O", "O", "O", "N", "O", "O", "O", "N", "O", "O", "O", "N", "O", "O", "O", "C", "O", "O", "O", "C", "O", "O", "O", "C", "O", "O", "O"],
  "xyz": [[-2.29886, 1.76386, 1.76004], [-3.81134, 0.66731, -1.64669], [2.68789, 1.24447, -1.15271], [0.08724, -1.58546, -2.65964], [-1.47771, 1.61099, -3.92704], [-0.43865, 0.89479, -3.93030], [-2.58079, 1.08332, -3.61064], [-1.40813, 2.69582, -4.53342], [-0.37426, 0.28110, -0.34753], [0.66483, 0.84140, -0.55646], [-1.10913, -0.03469, -1.20375], [-0.69309, 0.39471, 0.86249], [3.60613, 0.06767, 1.82887], [4.72805, 0.30591, 1.97567], [3.03402, 0.34770, 0.85258], [3.12451, -0.82733, 2.49219], [1.19877, -2.75396, 0.43168], [0.59285, -2.40030, -0.52065], [0.75223, -2.59896, 1.56973], [2.23050, -3.42790, 0.40364], [2.86021, -1.59481, -2.67710], [3.87579, -1.99458, -2.11435], [2.42929, -0.51228, -2.40258], [2.01848, -2.32196, -3.33469], [-4.51116, 0.77783, 1.27050], [-5.65680, 0.90679, 0.86046], [-4.22895, 0.89341, 2.42774], [-3.53649, 0.42927, 0.64461], [-0.27013, 1.34321, 4.21538], [0.08349, 0.23053, 4.14257], [-1.16943, 1.41435, 3.49828], [-0.40937, 1.85779, 5.38113]],
  "homo_energy_ha": [0.1022, 0.0071],
  "energy_ev": -223587.595,
  "charge": -3,
  "multiplicity": 8,
  "orbital_gap_ev": [2.985, 2.732],
  "max_force_ev_per_a": 14.8
}



Record 4
{
  "formula": "C3CsLiMgO3",
  "method": "ωB97M-V/def2-TZVPD",
  "elements": ["O", "C", "O", "Cs", "Li", "C", "C", "O", "Mg"],
  "xyz": [[-0.71831, -0.32564, 2.66506], [-1.17033, -0.03725, 1.58133], [-1.82442, 0.83006, 1.04851], [-1.88827, 2.48559, -1.66479], [1.09227, -1.28778, 2.30268], [0.15979, -0.80631, 0.33626], [0.64520, -0.44047, -0.73826], [0.88627, 0.10922, -1.86671], [2.81779, -0.52742, -3.66408]],
  "homo_energy_ha": [-0.6161, -0.5661],
  "energy_ev": -15433.404,
  "charge": 2,
  "orbital_gap_ev": [8.296, 6.119],
  "max_force_ev_per_a": 7.5,
  "de_lowest_kj_mol": 0.0
}



Record 5
{
  "formula": "C3DyF2LiO",
  "method": "ωB97M-V/def2-TZVPD",
  "elements": ["C", "F", "Li", "F", "O", "C", "C", "Dy"],
  "xyz": [[-0.59136, -0.42580, -0.64570], [-0.99855, -1.63861, -1.16619], [-1.84434, 1.87571, 1.82045], [-2.02113, -0.89604, 1.16012], [1.19898, 1.34227, 0.95647], [-1.13897, -0.01661, 0.51959], [0.26818, 1.05606, 1.64481], [1.58664, 0.43141, -1.22790]],
  "homo_energy_ha": [-0.6759, -0.6321],
  "energy_ev": -34859.393,
  "charge": 2,
  "multiplicity": 6,
  "orbital_gap_ev": [9.147, 5.925],
  "max_force_ev_per_a": 3.4,
  "de_lowest_kj_mol": 149.6
}



Record 6
{
  "formula": "C3F13KN2O17S7",
  "method": "ωB97M-V/def2-TZVPD",
  "elements": ["K", "N", "S", "O", "O", "F", "S", "O", "O", "F", "N", "S", "O", "O", "F", "S", "O", "O", "F", "C", "F", "F", "F", "S", "O", "O", "O", "C", "F", "F", "F", "S", "O", "O", "O", "C", "F", "F", "F", "S", "O", "O", "O"],
  "xyz": [[-5.24106, -12.95401, 7.56186], [-7.98890, -13.49460, 11.15290], [-6.69469, -12.61524, 11.37462], [-5.91540, -12.35250, 10.20917], [-5.97928, -12.77473, 12.61205], [-7.41249, -11.18095, 11.58121], [-7.18662, -14.94856, 10.92360], [-6.87882, -15.71584, 12.09011], [-6.31237, -14.95199, 9.80673], [-8.46205, -15.77135, 10.39865], [-8.36655, -16.63379, 5.14162], [-7.58202, -15.93174, 6.41797], [-7.01613, -14.64363, 6.18425], [-6.93763, -16.89993, 7.22764], [-8.87445, -15.55493, 7.25434], [-7.15461, -16.81113, 4.16293], [-6.18888, -17.80081, 4.56166], [-6.63138, -15.74210, 3.37172], [-7.96611, -17.71113, 3.03265], [-2.56888, -16.01934, 10.67098], [-3.83614, -16.39299, 10.84755], [-2.17006, -15.69823, 11.91979], [-1.82666, -17.04410, 10.22165], [-2.47512, -14.56864, 9.49329], [-3.32252, -14.90761, 8.36619], [-3.02680, -13.50625, 10.28829], [-1.05671, -14.44571, 9.20873], [-9.32023, -12.03295, 4.63586], [-8.48703, -11.95564, 3.58702], [-10.49686, -11.50573, 4.22798], [-9.52478, -13.30796, 4.94741], [-8.65326, -11.07522, 6.08909], [-8.38709, -9.75693, 5.54135], [-9.82538, -11.09060, 6.94957], [-7.47781, -11.80340, 6.50288], [-1.69554, -10.03156, 6.07235], [-1.29567, -8.92134, 5.43193], [-1.80796, -10.97675, 5.12475], [-0.74266, -10.40381, 6.92802], [-3.32516, -9.80249, 6.95984], [-4.34505, -9.74348, 5.93660], [-3.51834, -10.92191, 7.85693], [-3.14966, -8.51713, 7.61416]],
  "homo_energy_ha": 0.0043,
  "energy_ev": -168397.479,
  "charge": -4,
  "orbital_gap_ev": 7.620,
  "max_force_ev_per_a": 4.3
}